DFT (the ωB97M-V functional and the def2-TZVPD basis) results for 10 unconnected molecules or ions with the total composition C29H52F15N3O24P2.

CARTESIAN COORDINATES (ANGSTROEM)
C1 -7.88 -11.69 -4.48
C2 -9.11 -11.92 -3.64
O1 -10.26 -11.38 -4.28
C3 -11.02 -12.16 -5.04
O2 -10.79 -13.28 -5.35
C4 -12.26 -11.42 -5.60
F1 -13.34 -11.85 -4.93
F2 -12.17 -10.11 -5.41
F3 -12.41 -11.71 -6.89
H1 -7.85 -12.30 -5.39
H2 -6.91 -11.74 -3.98
H3 -7.89 -10.65 -4.82
H4 -9.06 -11.46 -2.66
H5 -9.21 -13.00 -3.56
C5 -18.50 -10.92 2.86
C6 -18.12 -12.40 2.68
O3 -16.71 -12.57 2.48
C7 -16.25 -13.80 2.65
O4 -16.92 -14.78 2.72
C8 -14.69 -13.77 2.58
F4 -14.24 -12.57 2.25
F5 -14.15 -14.12 3.76
F6 -14.30 -14.68 1.69
H6 -18.43 -10.34 1.94
H7 -17.87 -10.52 3.65
H8 -19.51 -10.93 3.27
H9 -18.64 -12.80 1.81
H10 -18.45 -12.99 3.53
C9 -22.57 -11.89 0.43
C10 -22.92 -10.44 0.03
O5 -21.82 -9.75 -0.53
C11 -21.21 -8.80 0.13
O6 -21.61 -8.25 1.11
C12 -19.92 -8.29 -0.54
F7 -19.81 -8.79 -1.76
F8 -20.04 -6.97 -0.63
F9 -18.85 -8.58 0.18
H11 -23.36 -12.37 1.01
H12 -21.66 -11.84 1.03
H13 -22.50 -12.54 -0.45
H14 -23.29 -9.95 0.93
H15 -23.70 -10.42 -0.73
C13 -20.86 -15.93 -4.91
C14 -19.41 -16.38 -4.76
O7 -18.52 -15.46 -5.36
C15 -18.37 -15.47 -6.67
O8 -18.79 -16.34 -7.38
C16 -17.51 -14.36 -7.25
F10 -16.31 -14.90 -7.61
F11 -18.08 -13.85 -8.36
F12 -17.28 -13.37 -6.37
H16 -21.10 -15.67 -5.94
H17 -21.03 -15.08 -4.25
H18 -21.46 -16.79 -4.60
H19 -19.28 -17.40 -5.12
H20 -19.12 -16.44 -3.71
C17 -20.08 -17.58 1.36
C18 -18.93 -18.30 0.68
O9 -17.94 -17.42 0.20
C19 -16.91 -17.93 -0.44
O10 -16.66 -19.09 -0.52
C20 -15.90 -16.93 -0.99
F13 -15.89 -17.00 -2.33
F14 -16.13 -15.69 -0.58
F15 -14.66 -17.27 -0.62
H21 -20.58 -16.86 0.70
H22 -19.67 -16.92 2.13
H23 -20.79 -18.26 1.82
H24 -19.28 -18.90 -0.17
H25 -18.53 -19.07 1.34
C21 -16.63 -10.73 -1.37
O11 -17.63 -10.98 -2.38
P1 -18.08 -12.47 -2.67
O12 -19.11 -12.64 -3.70
O13 -16.75 -13.34 -2.80
C22 -15.65 -12.95 -3.62
O14 -18.57 -12.93 -1.20
C23 -18.98 -14.29 -1.09
H26 -17.00 -9.96 -0.70
H27 -15.71 -10.40 -1.84
H28 -16.38 -11.63 -0.81
H29 -15.91 -12.10 -4.26
H30 -15.39 -13.79 -4.25
H31 -14.79 -12.67 -3.02
H32 -18.54 -14.77 -0.21
H33 -18.76 -14.90 -1.96
H34 -20.07 -14.26 -0.95
C24 -18.57 -7.63 -8.81
O15 -19.22 -7.70 -7.55
P2 -18.28 -7.68 -6.23
O16 -17.09 -6.85 -6.31
O17 -19.31 -7.22 -5.10
C25 -19.62 -5.82 -5.01
O18 -18.08 -9.26 -5.97
C26 -19.20 -10.14 -5.96
H35 -19.17 -6.94 -9.42
H36 -18.52 -8.52 -9.44
H37 -17.60 -7.14 -8.76
H38 -20.71 -5.80 -5.10
H39 -19.22 -5.29 -5.88
H40 -19.30 -5.30 -4.11
H41 -20.18 -9.72 -6.20
H42 -19.32 -10.63 -5.00
H43 -18.95 -10.93 -6.67
C27 -11.32 -9.66 -0.89
N1 -11.95 -10.87 -1.48
O19 -11.48 -11.94 -1.15
O20 -12.90 -10.71 -2.21
H44 -10.85 -9.06 -1.68
H45 -10.61 -9.99 -0.14
H46 -12.07 -8.96 -0.55
C28 -11.07 -15.29 -3.10
N2 -12.25 -15.25 -2.19
O21 -12.27 -16.11 -1.34
O22 -13.15 -14.46 -2.38
H47 -10.63 -16.27 -3.03
H48 -10.42 -14.54 -2.65
H49 -11.44 -15.21 -4.12
C29 -13.24 -15.42 -6.57
N3 -13.34 -16.77 -5.97
O23 -14.20 -17.51 -6.38
O24 -12.59 -17.01 -5.05
H50 -13.68 -14.71 -5.88
H51 -13.82 -15.51 -7.49
H52 -12.19 -15.22 -6.75

Structure (SMILES): CCOC(=O)C(F)(F)F.CCOC(=O)C(F)(F)F.CCOC(=O)C(F)(F)F.CCOC(=O)C(F)(F)F.CCOC(=O)C(F)(F)F.COP(=O)(OC)OC.COP(=O)(OC)OC.C[N+](=O)[O-].C[N+](=O)[O-].C[N+](=O)[O-]
E_LUMO, eV: -0.0797
E_HOMO, eV: -10.34
Total charge: 0
2S+1: 1
Gap between HOMO and LUMO, eV: 10.26

=====

DFT (the ωB97M-V functional and the def2-TZVPD basis) results for 3 unconnected molecules or ions with the total composition C29H52F3N4O9P2S2.

CARTESIAN COORDINATES (ANGSTROEM)
C1 4.68 -2.00 -1.30
C2 3.53 -1.66 -2.22
C3 2.61 -2.64 -2.59
C4 1.52 -2.29 -3.40
C5 1.33 -0.98 -3.84
C6 0.13 -0.60 -4.67
C7 -1.22 -0.47 -3.94
C8 -2.19 0.22 -4.91
O1 -1.82 1.58 -5.10
C9 -2.83 2.45 -5.33
F1 -2.29 3.60 -5.69
F2 -3.58 2.66 -4.27
F3 -3.62 2.02 -6.31
C10 -1.93 -1.84 -3.66
C11 -2.15 -2.86 -4.79
P1 -1.98 -4.62 -4.46
O2 -2.48 -5.34 -5.63
O3 -2.82 -4.98 -3.13
O4 -0.43 -4.94 -4.18
N1 -1.35 -2.26 -2.37
C12 -0.94 -1.21 -1.72
S1 -0.18 -1.19 -0.20
C13 -1.17 0.03 -2.47
N2 -0.16 0.99 -2.06
C14 0.00 2.04 -2.64
S2 0.32 3.35 -3.40
P2 -2.86 0.75 -1.74
C15 -3.61 -0.61 -0.78
O5 -2.37 1.68 -0.52
C16 2.29 -0.02 -3.49
C17 3.37 -0.35 -2.69
H1 5.01 -1.09 -0.82
H2 4.30 -2.64 -0.51
H3 5.48 -2.53 -1.80
H4 2.69 -3.66 -2.27
H5 0.81 -3.05 -3.68
H6 0.31 0.34 -5.19
H7 0.05 -1.35 -5.46
H8 -2.11 -0.30 -5.86
H9 -3.23 0.16 -4.60
H10 -2.95 -1.55 -3.39
H11 -1.53 -2.68 -5.66
H12 -3.18 -2.76 -5.11
H13 -2.31 -5.50 -2.50
H14 -0.30 -5.49 -3.40
H15 -1.24 -3.19 -2.01
H16 -0.77 -2.23 0.40
H17 -4.59 -0.26 -0.45
H18 -3.74 -1.50 -1.37
H19 -3.02 -0.87 0.10
H20 -2.23 2.58 -0.83
H21 2.17 0.99 -3.86
H22 4.11 0.39 -2.40
C18 6.06 0.02 3.05
O6 4.95 0.11 2.17
C19 3.70 0.29 2.83
C20 3.13 1.66 2.55
N3 3.90 2.70 3.20
C21 3.54 4.06 2.80
C22 3.78 4.46 1.34
O7 5.14 4.53 0.97
C23 5.72 3.31 0.55
H23 6.93 -0.26 2.46
H24 6.27 0.97 3.54
H25 5.90 -0.75 3.82
H26 3.79 0.11 3.90
H27 3.01 -0.46 2.42
H28 2.10 1.70 2.91
H29 3.10 1.79 1.45
H30 4.88 2.56 3.01
H31 4.12 4.74 3.42
H32 2.49 4.23 3.04
H33 3.39 5.48 1.22
H34 3.22 3.83 0.64
H35 4.99 2.65 0.07
H36 6.19 2.78 1.39
H37 6.51 3.55 -0.17
C24 -4.81 0.96 6.89
O8 -5.06 -0.02 5.90
C25 -5.43 0.51 4.63
C26 -4.35 0.24 3.61
N4 -3.16 1.04 3.87
C27 -2.00 0.67 3.07
C28 -1.40 -0.72 3.27
O9 -0.80 -0.93 4.52
C29 -1.67 -1.34 5.57
H38 -4.68 0.44 7.83
H39 -3.90 1.53 6.68
H40 -5.65 1.66 6.99
H41 -5.65 1.58 4.70
H42 -6.34 0.00 4.32
H43 -4.73 0.50 2.61
H44 -4.14 -0.84 3.62
H45 -2.92 0.95 4.85
H46 -1.21 1.39 3.30
H47 -2.25 0.80 2.01
H48 -0.59 -0.82 2.53
H49 -2.12 -1.52 3.05
H50 -2.50 -1.95 5.19
H51 -2.06 -0.49 6.12
H52 -1.08 -1.95 6.26

E_LUMO, eV: -3.9653
E_HOMO, eV: -10.34
Total charge: +1
2S+1: 1
Gap between HOMO and LUMO, eV: 6.37

=====

DFT (the ωB97M-V functional and the def2-TZVPD basis) results for a molecular structure, C29H52P2PdSi.

CARTESIAN COORDINATES (ANGSTROEM)
Pd1 1.18 0.11 -2.54
C1 1.71 1.87 -0.66
C2 0.81 2.88 -1.14
C3 0.10 2.41 0.98
C4 1.28 1.63 0.74
C5 -0.19 3.14 -0.20
C6 3.19 2.00 -0.88
H1 3.35 2.12 -1.95
H2 3.71 1.13 -0.47
H3 3.60 2.89 -0.37
C7 2.27 1.44 1.83
H4 3.16 0.88 1.55
H5 1.78 0.98 2.71
H6 2.60 2.46 2.15
C8 -0.42 2.72 2.34
H7 0.46 3.02 2.94
H8 -0.91 1.86 2.81
H9 -1.12 3.56 2.30
C9 -1.16 4.29 -0.18
H10 -0.74 5.14 0.41
H11 -2.12 4.01 0.30
H12 -1.34 4.66 -1.21
C10 1.08 3.74 -2.32
H13 1.67 4.63 -2.02
H14 0.14 4.10 -2.77
H15 1.68 3.19 -3.06
C11 0.78 -2.52 -3.57
C12 1.66 -1.61 -4.07
C13 1.35 -0.96 -5.41
C14 0.14 -0.06 -5.25
C15 -0.21 0.46 -3.87
C16 -1.00 -0.36 -3.00
C17 -1.64 -1.59 -3.56
C18 -0.62 -2.71 -4.04
H16 1.14 -1.71 -6.19
H17 -0.78 -0.49 -5.66
H18 2.22 -0.35 -5.67
H19 -0.72 -2.78 -5.15
H20 1.16 -3.24 -2.84
H21 2.72 -1.69 -3.79
H22 -0.98 -3.67 -3.64
H23 -2.29 -2.06 -2.80
H24 -1.73 0.14 -2.32
H25 -2.33 -1.32 -4.41
H26 0.35 0.94 -5.69
H27 -0.38 1.55 -3.91
P1 0.83 -0.99 -0.10
P2 -2.38 -0.67 0.90
C19 -0.43 -2.29 -0.49
C20 -1.86 -2.21 0.09
H28 0.02 -3.25 -0.16
H29 -0.47 -2.31 -1.59
H30 -2.55 -2.41 -0.73
H31 -1.95 -3.08 0.76
C21 -4.08 -1.02 1.36
H32 -4.67 -0.10 1.33
H33 -4.09 -1.42 2.37
H34 -4.52 -1.73 0.67
C22 -2.45 0.72 -0.16
H35 -3.16 0.59 -1.01
H36 -1.44 0.94 -0.52
H37 -2.78 1.59 0.42
C23 1.57 -1.66 1.41
H38 2.57 -1.25 1.54
H39 1.66 -2.74 1.23
H40 0.94 -1.43 2.28
C24 2.36 -1.42 -1.09
H41 2.55 -0.72 -1.97
H42 2.36 -2.45 -1.49
H43 3.28 -1.24 -0.48
C25 0.27 -2.69 4.83
Si1 -0.43 -1.02 5.16
C26 -1.96 -1.01 6.25
C27 0.88 0.19 5.69
C28 -0.96 -0.47 3.47
C29 -1.45 -0.41 2.34
H44 0.13 -3.25 5.78
H45 1.33 -2.71 4.57
H46 -0.25 -3.25 4.03
H47 -1.82 -1.44 7.25
H48 -2.34 0.01 6.39
H49 -2.77 -1.57 5.76
H50 1.84 0.01 5.19
H51 0.56 1.21 5.48
H52 1.05 0.11 6.77

E_LUMO (spin up / spin down), eV: -5.3767 / -8.0768
E_HOMO (spin up / spin down), eV: -10.18 / -13.73
Total charge: +2
2S+1: 5
Gap between HOMO and LUMO (spin up / spin down), eV: 4.80 / 5.65